No. 1
{
  "formula": "C34H41IN7O5ReS4",
  "method": "ωB97M-V/def2-TZVPD",
  "spin_multiplicity": 4,
  "fmax_ev_per_a": 1.0,
  "homo_energy_ha": [-0.5344, -0.5344],
  "e_lumo_ev": [-7.122, -8.885],
  "total_charge": 3,
  "elements": ["Re", "N", "C", "C", "C", "C", "C", "C", "S", "O", "O", "N", "C", "S", "C", "C", "N", "H", "H", "H", "H", "H", "H", "H", "H", "O", "S", "C", "C", "C", "C", "H", "H", "H", "H", "H", "H", "H", "H", "O", "S", "C", "C", "C", "C", "C", "C", "C", "C", "C", "C", "C", "C", "H", "H", "H", "H", "H", "H", "H", "H", "H", "H", "C", "N", "C", "C", "C", "N", "C", "C", "O", "H", "H", "H", "H", "H", "H", "H", "H", "H", "H", "H", "H", "I", "C", "C", "N", "N", "C", "H", "H", "H"],
  "positions_angstrom": [[-0.055, 0.938, 0.668], [-5.316, -5.465, -1.801], [-4.485, -4.406, -1.734], [-4.861, -3.162, -2.276], [-4.005, -2.091, -2.231], [-2.750, -2.231, -1.623], [-2.357, -3.464, -1.083], [-3.214, -4.530, -1.129], [-1.644, -0.937, -1.648], [-2.175, 0.149, -2.434], [-0.290, -1.373, -1.845], [-1.589, -0.383, -0.045], [-2.543, 0.504, 0.395], [-4.210, 0.684, 0.136], [-4.187, 2.085, 1.168], [-2.955, 2.348, 1.633], [-2.011, 1.426, 1.188], [-6.218, -5.392, -2.238], [-5.053, -6.361, -1.432], [-5.830, -3.061, -2.750], [-4.290, -1.146, -2.675], [-1.368, -3.581, -0.655], [-2.913, -5.488, -0.724], [-5.097, 2.629, 1.369], [-2.673, 3.158, 2.287], [-0.275, 2.164, -0.925], [0.197, 1.908, -2.434], [-1.099, 2.746, -3.383], [-0.536, 4.093, -3.857], [0.578, 4.487, -2.888], [1.398, 3.214, -2.702], [-1.929, 2.820, -2.681], [-1.395, 2.069, -4.184], [-1.327, 4.839, -3.906], [-0.126, 3.986, -4.862], [0.145, 4.805, -1.935], [1.190, 5.305, -3.263], [2.106, 3.188, -1.874], [1.926, 2.934, -3.619], [1.635, 0.282, -0.193], [3.177, 0.046, -0.212], [3.359, -1.717, -0.267], [4.559, -2.228, -0.745], [4.742, -3.602, -0.726], [3.741, -4.434, -0.240], [2.553, -3.899, 0.239], [2.354, -2.526, 0.236], [3.630, 0.506, -1.832], [2.986, -0.065, -2.930], [3.397, 0.323, -4.192], [4.435, 1.246, -4.340], [5.063, 1.800, -3.233], [4.656, 1.435, -1.955], [5.336, -1.579, -1.130], [5.668, -4.021, -1.097], [3.891, -5.506, -0.236], [1.780, -4.556, 0.618], [1.439, -2.095, 0.608], [2.193, -0.795, -2.793], [2.928, -0.110, -5.066], [4.764, 1.525, -5.333], [5.871, 2.507, -3.361], [5.135, 1.855, -1.077], [-0.087, 1.611, 4.394], [-0.909, 0.410, 4.252], [-1.860, 0.161, 5.357], [-2.837, -0.930, 4.990], [-2.056, -2.104, 4.448], [-1.276, -1.662, 3.281], [-1.092, -2.641, 2.211], [-0.698, -0.467, 3.276], [0.151, -0.181, 2.312], [-0.659, 2.346, 4.955], [0.171, 2.036, 3.429], [0.831, 1.398, 4.944], [-2.375, 1.099, 5.557], [-1.293, -0.104, 6.252], [-3.536, -0.573, 4.229], [-3.414, -1.221, 5.865], [-2.707, -2.911, 4.121], [-1.377, -2.508, 5.204], [-2.046, -3.131, 2.030], [-0.356, -3.391, 2.504], [-0.779, -2.151, 1.301], [4.777, 3.837, 3.268], [3.008, 3.497, 2.287], [2.274, 4.391, 1.528], [1.201, 3.742, 1.060], [1.185, 2.462, 1.487], [2.292, 2.308, 2.231], [2.443, 5.435, 1.313], [0.469, 4.079, 0.454], [2.498, 1.363, 2.711]]
}

---

No. 2
{
  "formula": "H33O16",
  "method": "ωB97M-V/def2-TZVPD",
  "spin_multiplicity": 1,
  "fmax_ev_per_a": 6.9,
  "homo_energy_ha": -0.4786,
  "e_lumo_ev": -3.266,
  "total_charge": 1,
  "elements": ["O", "H", "H", "O", "H", "H", "O", "H", "H", "O", "H", "H", "O", "H", "H", "O", "H", "H", "O", "H", "H", "O", "H", "H", "O", "H", "O", "H", "H", "O", "H", "H", "O", "H", "H", "O", "H", "H", "O", "H", "H", "O", "H", "H", "O", "H", "H", "H", "H"],
  "positions_angstrom": [[-4.980, 0.323, 2.036], [-5.302, -0.518, 1.756], [-4.046, 0.381, 1.828], [-2.009, 0.451, -3.486], [-1.489, -0.344, -1.812], [-0.377, 4.517, 0.707], [-1.628, -1.037, -1.197], [0.138, -2.705, -2.606], [-5.841, -0.195, -0.847], [1.671, -1.618, 0.503], [0.833, -2.011, 0.877], [-2.579, -3.062, 2.568], [1.027, -2.644, -2.147], [-2.275, 1.428, -3.456], [1.404, -1.857, -2.234], [-1.148, -3.588, 0.742], [-1.508, -3.238, -0.064], [-4.818, 0.599, -1.679], [2.323, 0.878, 0.756], [2.808, 1.451, 0.189], [3.270, 0.674, 1.365], [-2.027, 3.991, -2.382], [2.293, 0.004, 0.345], [-2.806, 4.354, -2.002], [-5.614, 0.638, -1.221], [1.542, -2.074, -0.434], [0.189, 3.817, 0.152], [3.963, -2.389, 2.939], [1.050, 4.077, -0.229], [3.396, -1.680, 2.484], [2.512, -2.200, 2.475], [5.190, 1.786, -1.307], [0.474, -0.982, 2.972], [-2.424, -0.812, -0.614], [4.539, 3.063, -0.785], [-3.229, -3.210, 1.859], [-4.016, -3.552, 2.257], [1.047, -0.581, 2.358], [4.477, 2.135, -0.767], [0.253, -1.860, 2.740], [-1.742, -4.169, 1.259], [3.346, -0.723, -2.246], [3.630, -0.897, -3.139], [3.617, 0.195, -2.311], [2.781, 3.052, 2.270], [3.313, 2.866, 3.049], [-1.960, 0.011, -4.351], [-1.232, 3.875, -1.796], [1.964, 3.382, 2.622]]
}

---

No. 3
{
  "formula": "C4H5NO3",
  "method": "ωB97M-V/def2-TZVPD",
  "spin_multiplicity": 1,
  "fmax_ev_per_a": 2.9,
  "homo_energy_ha": [-0.3452, -0.3698],
  "e_lumo_ev": [-2.425, -2.208],
  "total_charge": 0,
  "elements": ["C", "C", "C", "O", "O", "C", "O", "N", "H", "H", "H", "H", "H"],
  "positions_angstrom": [[0.548, 0.558, -0.727], [-1.086, -0.098, 1.372], [-0.631, -0.475, -0.015], [0.860, -1.044, 0.141], [0.343, 0.554, -2.033], [1.941, -0.055, -0.352], [-1.356, -0.953, -0.879], [3.116, 0.035, -0.374], [-0.532, 0.103, -2.173], [0.443, 1.429, -0.082], [-0.297, 0.379, 1.951], [-1.406, -1.002, 1.889], [-1.944, 0.569, 1.281]]
}

---

No. 4
{
  "formula": "C29H43AlCl2F5N3O5Si",
  "method": "ωB97M-V/def2-TZVPD",
  "spin_multiplicity": 1,
  "fmax_ev_per_a": 3.6,
  "homo_energy_ha": -0.2940,
  "e_lumo_ev": 0.111,
  "total_charge": 0,
  "elements": ["C", "C", "H", "H", "H", "C", "C", "H", "H", "H", "H", "Al", "Cl", "C", "O", "N", "C", "C", "H", "H", "H", "H", "H", "H", "H", "H", "H", "C", "C", "N", "H", "C", "O", "H", "H", "H", "H", "H", "H", "C", "C", "N", "H", "C", "O", "H", "H", "H", "H", "O", "C", "C", "C", "H", "C", "H", "C", "H", "C", "C", "H", "H", "H", "Si", "Cl", "C", "C", "C", "H", "H", "H", "H", "H", "H", "H", "H", "H", "F", "C", "C", "F", "C", "F", "C", "O", "C", "F", "C", "F"],
  "positions_angstrom": [[3.250, -2.500, -5.977], [2.699, -1.696, -7.104], [2.800, -3.506, -5.935], [3.080, -1.994, -5.026], [4.333, -2.664, -6.107], [2.830, -2.199, -8.350], [3.386, -3.561, -8.641], [2.640, -1.583, -9.219], [2.959, -4.353, -8.008], [4.479, -3.590, -8.509], [3.185, -3.812, -9.691], [0.671, 0.397, -2.346], [1.456, 1.782, -3.996], [-0.419, 2.856, -2.157], [-0.711, 1.610, -2.056], [-1.272, 3.784, -2.545], [-2.696, 3.509, -2.721], [-0.721, 4.999, -3.144], [0.587, 3.219, -1.914], [-3.078, 2.971, -1.846], [-2.870, 2.921, -3.633], [-3.200, 4.473, -2.818], [0.186, 5.295, -2.605], [-1.453, 5.800, -3.106], [-0.453, 4.833, -4.196], [-2.057, 2.304, 2.258], [-1.460, 1.228, 4.451], [-2.021, 1.312, 1.797], [-1.316, 0.272, 3.939], [-1.065, 0.493, 2.532], [-1.724, 1.400, 0.752], [-0.245, -0.384, 1.898], [0.019, -0.343, 0.695], [-0.446, -0.251, 4.343], [0.201, -1.151, 2.568], [-3.028, 0.878, 1.849], [-2.203, -0.357, 4.087], [-0.152, -4.629, -0.167], [0.538, -3.124, -3.333], [-1.024, -4.434, -0.810], [-0.396, -3.644, -3.089], [-0.772, -3.315, -1.715], [-1.893, -4.209, -0.181], [-0.882, -2.066, -1.257], [-0.501, -1.033, -1.875], [-1.173, -3.340, -3.800], [-1.370, -1.965, -0.276], [-1.232, -5.326, -1.412], [-0.251, -4.724, -3.138], [0.996, -0.475, -5.918], [2.092, -0.321, -6.813], [0.845, -0.076, -9.011], [1.666, 0.485, -8.027], [0.519, -1.119, -8.913], [0.423, 0.691, -10.101], [2.871, 0.207, -6.246], [2.058, 1.818, -8.127], [-0.221, 0.241, -10.864], [0.830, 2.023, -10.208], [1.657, 2.587, -9.224], [2.674, 2.241, -7.329], [0.505, 2.627, -11.056], [1.983, 3.628, -9.302], [-0.403, 0.422, -5.633], [1.709, -1.263, -3.484], [-1.532, -0.179, -7.123], [-0.609, 2.247, -6.102], [-1.629, -0.239, -4.356], [-1.383, 0.403, -8.040], [-2.594, -0.081, -6.843], [-1.318, -1.241, -7.325], [-2.532, -0.493, -4.923], [-1.905, 0.465, -3.564], [-1.253, -1.153, -3.898], [-0.899, 2.320, -7.160], [0.281, 2.874, -5.966], [-1.432, 2.683, -5.512], [2.973, 1.803, 4.164], [2.765, 1.714, 2.838], [1.709, 2.419, 2.257], [0.943, 3.247, 3.000], [1.452, 2.266, 0.912], [0.471, 3.047, 0.380], [2.141, 1.311, 0.116], [1.799, 0.947, -1.084], [3.292, 0.736, 0.702], [4.079, -0.028, -0.078], [3.581, 0.911, 2.039], [4.656, 0.310, 2.584]]
}

---

What energy above the lowest of the compared OMol25 structures with the same formula, charge and spin values result from the calculations? In sequence: 0.0, 578.6, 660.9, 0.0 kJ/mol.
What E values result from the calculations? In sequence: -4047.60786, -1223.25537, -435.66878, -3623.12116 a.u..